Computed, not measured: a gas-phase ion, C24H21N2O (charge +1) in a non-equilibrium geometry, with the ωB97M-V functional and the def2-TZVPD basis.

Computed properties:
M (u): 353.4
Calculated total energy (Ha): -1111.71945
HOMO level (eV): -11.1
ΔE to the lowest compared entry with this formula, charge and spin (kcal per mole): 0.0
SMILES: Cc1ccc2[nH]c(C)[n+]([C@@H]3C=C(c4ccccc4)Oc4ccccc43)c2c1
Lowest unoccupied orbital energy (eV): -2.800

Structure (ORCA input):
```
! RIJCOSX wB97M-V def2-TZVPD def2/J DEFGRID3
* xyz 1 1
C 0.238 1.128 4.664
C -0.509 1.525 3.427
C -0.139 2.696 2.735
C -0.800 3.101 1.571
C -1.801 2.262 1.100
N -2.668 2.379 -0.001
C -3.511 1.342 -0.024
C -4.578 1.126 -1.026
N -3.216 0.534 0.986
C -3.975 -0.641 1.340
C -5.096 -0.299 2.233
C -5.439 -1.058 3.307
C -6.682 -0.931 4.054
C -7.788 -0.206 3.542
C -9.011 -0.195 4.216
C -9.156 -0.881 5.430
C -8.071 -1.609 5.941
C -6.851 -1.632 5.267
O -4.626 -2.064 3.764
C -3.429 -2.325 3.106
C -2.627 -3.322 3.664
C -1.518 -3.757 2.950
C -1.139 -3.122 1.761
C -1.905 -2.076 1.256
C -3.071 -1.681 1.927
C -2.168 1.104 1.758
C -1.574 0.732 2.959
H 1.035 1.851 4.871
H -0.421 1.088 5.542
H 0.702 0.138 4.561
H 0.685 3.287 3.144
H -0.564 4.020 1.032
H -2.691 3.134 -0.679
H -5.173 0.236 -0.786
H -5.245 1.999 -1.055
H -4.135 1.004 -2.025
H -4.379 -1.085 0.419
H -5.704 0.568 1.964
H -7.664 0.321 2.595
H -9.857 0.353 3.789
H -10.106 -0.860 5.966
H -8.175 -2.167 6.872
H -6.019 -2.198 5.680
H -2.907 -3.748 4.624
H -0.949 -4.612 3.308
H -0.241 -3.434 1.228
H -1.618 -1.572 0.332
H -1.929 -0.142 3.509
*
```


Computed, not measured: 2 unconnected molecules or ions with the total composition C24H21N4O4 in a non-equilibrium geometry, with the ωB97M-V functional and the def2-TZVPD basis.

Computed properties:
M (u): 429.5
Calculated total energy (Ha): -1447.21452
HOMO level (eV): -3.1
ΔE to the lowest compared entry with this formula, charge and spin (kcal per mole): 0.0
Lowest unoccupied orbital energy (eV): 1.243

Structure (ORCA input):
```
! RIJCOSX wB97M-V def2-TZVPD def2/J DEFGRID3
* xyz -1 1
C -2.454 -1.070 -1.465
C -2.639 -1.273 -0.012
C -2.293 -2.553 0.466
N -2.013 -3.635 0.837
C -3.420 -0.426 0.828
C -3.932 0.838 0.393
C -4.615 1.664 1.275
C -4.865 1.257 2.594
C -5.556 2.123 3.509
N -6.109 2.827 4.265
C -4.433 -0.006 3.017
C -3.739 -0.841 2.155
H -2.759 -0.092 -1.843
H -1.397 -1.220 -1.720
H -3.016 -1.848 -2.012
H -3.782 1.154 -0.643
H -4.978 2.638 0.942
H -4.654 -0.344 4.030
H -3.441 -1.834 2.502
C 3.839 1.928 4.542
O 2.447 1.693 4.247
C 2.016 1.654 2.961
C 0.636 1.387 2.775
C 0.136 1.197 1.509
C 0.994 1.140 0.382
C 0.479 0.681 -0.895
C 1.160 -0.084 -1.810
C 0.652 -0.157 -3.188
O -0.349 0.444 -3.588
N 1.348 -0.975 -4.089
C 0.837 -1.076 -5.438
C 2.493 -1.715 -3.777
O 3.065 -2.447 -4.583
N 2.979 -1.582 -2.473
C 4.097 -2.451 -2.179
C 2.276 -0.969 -1.419
O 2.601 -1.206 -0.255
C 2.336 1.565 0.570
C 2.852 1.815 1.828
H 3.857 1.967 5.632
H 4.472 1.105 4.182
H 4.189 2.881 4.121
H 0.004 1.317 3.658
H -0.928 1.022 1.347
H -0.513 1.035 -1.180
H 1.470 -1.793 -5.952
H -0.204 -1.410 -5.413
H 0.874 -0.098 -5.927
H 4.414 -2.267 -1.156
H 3.787 -3.494 -2.304
H 4.898 -2.250 -2.892
H 2.981 1.691 -0.301
H 3.902 2.095 1.947
*
```


Computed, not measured: a molecular structure, C24H22Br2NO7PS3V in a non-equilibrium geometry, with the ωB97M-V functional and the def2-TZVPD basis.

Computed properties:
M (u): 774.4
Calculated total energy (Ha): -9137.42458
HOMO level (spin up / spin down) (eV): -5.1 / -5.2
ΔE to the lowest compared entry with this formula, charge and spin (kcal per mole): 0.0
Lowest unoccupied orbital energy (spin up / spin down) (eV): 2.239 / 2.128

Structure (ORCA input):
```
! RIJCOSX wB97M-V def2-TZVPD def2/J DEFGRID3
* xyz -1 3
V -0.936 -0.734 0.491
Br -2.994 -0.849 -3.941
C -3.022 0.600 -2.732
C -3.607 1.817 -3.012
C -3.587 2.833 -2.089
Br -4.465 4.437 -2.516
C -2.948 2.720 -0.854
C -2.842 3.665 0.187
C -2.159 3.422 1.362
C -1.530 2.184 1.503
N -1.624 1.280 0.532
C -2.316 1.480 -0.609
C -2.377 0.362 -1.535
O -1.860 -0.784 -1.294
H -4.117 1.971 -3.945
H -3.344 4.620 0.080
H -2.139 4.166 2.154
H -0.978 1.876 2.377
C -1.556 -4.303 0.381
P -0.252 -3.074 0.350
C 1.015 -3.598 1.509
C 0.514 -3.201 -1.272
C -0.290 -3.149 -2.403
C 0.289 -3.173 -3.659
C 1.674 -3.224 -3.797
C 2.470 -3.239 -2.671
C 1.902 -3.220 -1.406
H -2.320 -3.979 -0.319
H -1.976 -4.283 1.389
H -1.180 -5.291 0.131
H 1.445 -4.550 1.190
H 0.541 -3.706 2.480
H 1.775 -2.810 1.563
H -1.368 -3.094 -2.301
H -0.349 -3.090 -4.533
H 2.113 -3.238 -4.787
H 3.545 -3.258 -2.775
H 2.546 -3.190 -0.534
C 3.716 4.023 3.260
C 3.043 3.170 2.225
C 1.963 3.635 1.478
C 1.385 2.874 0.471
C 1.904 1.625 0.204
C 2.942 1.108 0.950
C 3.514 1.881 1.948
S 1.284 0.615 -1.097
O 2.371 0.176 -1.945
O 0.158 1.297 -1.687
O 0.906 -0.583 -0.255
H 3.002 4.553 3.888
H 4.339 4.766 2.775
H 4.365 3.423 3.908
H 1.575 4.634 1.680
H 0.554 3.253 -0.115
H 3.291 0.106 0.711
H 4.328 1.452 2.508
O -1.236 -2.719 3.203
S -1.613 -1.318 3.032
O -0.406 -0.563 2.432
O -2.023 -0.553 4.194
S -3.049 -1.251 1.537
*
```


Computed, not measured: a molecular structure, C24H22Br42ClO5P in a non-equilibrium geometry, with the ωB97M-V functional and the def2-TZVPD basis.

Computed properties:
M (u): 3812.8
Calculated total energy (Ha): -110213.87812
HOMO level (eV): -9.1
Lowest unoccupied orbital energy (eV): -1.378

Structure (ORCA input):
```
! RIJCOSX wB97M-V def2-TZVPD def2/J DEFGRID3
* xyz 0 1
C -5.155 3.094 3.802
C -4.451 3.479 2.736
C -3.390 2.548 2.223
C -3.746 1.485 1.488
P -5.499 1.068 1.077
O -5.496 1.124 -0.576
Cl -5.593 -0.977 1.556
C -2.617 0.600 1.005
O -2.585 0.140 -0.107
C -1.521 0.375 2.012
C -0.924 -1.009 2.156
C 0.091 -1.369 1.069
O 1.176 -0.879 1.017
O -0.312 -2.312 0.163
C -1.151 1.414 2.754
C -1.891 2.723 2.506
O -1.356 3.795 2.519
H -4.682 2.415 4.515
H -6.164 3.454 3.982
H -4.649 4.441 2.277
H -4.679 1.553 -0.865
H -1.759 -1.722 2.173
H -0.473 -1.068 3.146
H -0.933 -2.894 0.617
H -0.365 1.354 3.502
C -0.787 -1.325 -2.871
Br -1.646 0.387 -2.976
Br -1.919 -2.746 -3.517
Br 0.934 -1.325 -3.733
H -0.608 -1.515 -1.824
C -0.374 0.275 6.791
Br -2.049 0.895 6.078
Br -0.594 -1.287 7.889
Br 0.914 0.011 5.381
H 0.013 1.062 7.426
C -2.974 1.930 -7.103
Br -3.136 0.023 -6.882
Br -4.417 2.877 -6.244
Br -1.256 2.567 -6.512
H -3.041 2.136 -8.161
C 3.425 -2.540 -0.408
Br 4.541 -2.625 1.163
Br 4.144 -1.343 -1.728
Br 3.094 -4.290 -1.145
H 2.471 -2.135 -0.097
C -6.174 0.381 8.112
Br -4.956 0.048 9.565
Br -5.464 1.684 6.879
Br -6.678 -1.243 7.210
H -7.074 0.805 8.535
C 0.139 2.511 -10.526
Br 0.953 2.181 -12.237
Br 0.915 4.037 -9.641
Br -1.779 2.666 -10.685
H 0.337 1.648 -9.907
C -9.298 5.096 3.907
Br -8.488 3.878 5.163
Br -10.932 5.846 4.595
Br -8.056 6.463 3.355
H -9.554 4.523 3.028
C -2.537 3.477 8.712
Br -1.667 2.239 9.908
Br -4.112 4.261 9.500
Br -1.303 4.804 8.065
H -2.867 2.907 7.854
C -1.365 -1.240 -13.785
Br -0.135 -0.230 -14.872
Br -0.724 -1.443 -11.978
Br -3.136 -0.482 -13.829
H -1.430 -2.230 -14.213
C 5.674 -2.779 -5.633
Br 6.511 -3.762 -4.204
Br 3.941 -2.112 -5.120
Br 6.816 -1.377 -6.300
H 5.516 -3.475 -6.445
C 7.414 -4.338 3.562
Br 8.597 -3.282 4.656
Br 8.328 -5.088 2.043
Br 6.509 -5.693 4.591
H 6.655 -3.671 3.179
C 6.287 -6.779 -7.599
Br 7.115 -7.754 -6.160
Br 4.532 -6.150 -7.113
Br 7.401 -5.330 -8.212
H 6.165 -7.465 -8.425
C 11.201 -4.545 -0.839
Br 12.628 -4.294 -2.109
Br 9.774 -3.280 -1.113
Br 10.556 -6.363 -0.844
H 11.611 -4.357 0.143
C 2.820 5.138 8.223
Br 2.196 4.141 9.749
Br 3.127 3.993 6.703
Br 1.628 6.589 7.784
H 3.769 5.576 8.493
*
```


Computed, not measured: a molecular structure, C24H22BrN2O10P2 in a non-equilibrium geometry, with the ωB97M-V functional and the def2-TZVPD basis.

Computed properties:
M (u): 640.3
Calculated total energy (Ha): -5045.97347
HOMO level (eV): -12.0
Lowest unoccupied orbital energy (eV): -4.503

Structure (ORCA input):
```
! RIJCOSX wB97M-V def2-TZVPD def2/J DEFGRID3
* xyz 1 1
C -1.977 2.152 6.908
C -2.640 2.437 5.537
N -3.726 3.083 5.540
C -1.871 1.932 4.280
P -2.916 1.293 2.907
C -3.987 -0.146 3.364
C -3.741 -0.675 4.811
O -2.865 -1.414 4.990
Br -4.889 -0.137 6.284
O -3.796 2.536 2.193
C -4.164 2.026 0.996
N -4.765 1.725 0.103
P -1.624 0.533 1.245
O -0.403 1.610 1.022
O -1.018 -0.939 1.700
H -2.611 2.625 7.685
H -1.886 1.068 7.100
H -1.004 2.688 6.957
H -4.022 3.224 4.564
H -1.129 2.688 3.935
H -1.254 1.060 4.612
H -3.773 -0.992 2.671
H -5.050 0.134 3.207
H 0.335 1.202 0.530
H -1.463 -1.612 1.149
C -4.186 0.736 -3.757
C -3.948 0.222 -2.554
C -3.014 -0.914 -2.375
O -2.796 -1.384 -1.267
C -2.355 -1.456 -3.582
C -2.591 -0.944 -4.788
C -3.525 0.193 -4.969
O -3.741 0.662 -6.065
H -4.865 1.566 -3.909
H -4.416 0.600 -1.655
H -1.676 -2.285 -3.429
H -2.119 -1.327 -5.682
C 2.122 -2.114 -5.408
C 3.206 -2.793 -5.038
C 3.590 -2.910 -3.613
O 4.577 -3.525 -3.270
C 2.719 -2.244 -2.615
C 1.637 -1.566 -2.983
C 1.253 -1.449 -4.410
O 0.262 -0.831 -4.746
H 1.826 -2.017 -6.445
H 3.852 -3.286 -5.754
H 3.015 -2.342 -1.578
H 0.990 -1.072 -2.268
C 5.800 -0.967 -0.781
C 6.194 -1.058 0.487
C 6.795 0.101 1.190
O 7.156 0.020 2.345
C 6.937 1.364 0.426
C 6.542 1.454 -0.842
C 5.942 0.295 -1.544
O 5.579 0.375 -2.699
H 5.361 -1.803 -1.312
H 6.097 -1.972 1.060
H 7.377 2.200 0.955
H 6.639 2.368 -1.415
*
```


Computed, not measured: a molecular structure, C24H22ClF7N5O7PdS2 in a non-equilibrium geometry, with the ωB97M-V functional and the def2-TZVPD basis.

Computed properties:
M (u): 831.5
Calculated total energy (Ha): -3811.41403
HOMO level (spin up / spin down) (eV): -11.3 / -11.3
ΔE to the lowest compared entry with this formula, charge and spin (kcal per mole): 8.3
Lowest unoccupied orbital energy (spin up / spin down) (eV): -3.603 / -3.602

Structure (ORCA input):
```
! RIJCOSX wB97M-V def2-TZVPD def2/J DEFGRID3
* xyz 1 1
Pd -0.382 0.454 0.418
F -0.489 -3.355 5.886
C -0.620 -3.792 4.619
C -0.737 -2.874 3.619
C -0.899 -3.300 2.301
C -1.069 -2.305 1.249
O -1.263 -1.116 1.568
C -1.030 -2.792 -0.077
C -1.043 -4.134 -0.294
N -1.046 -5.067 0.684
C -1.190 -6.467 0.336
C -2.423 -7.189 0.797
C -2.245 -6.848 -0.652
C -0.916 -4.666 2.009
C -0.780 -5.587 3.050
C -0.644 -5.172 4.365
N -0.494 -6.150 5.380
C -1.451 -7.242 5.464
C -0.667 -8.543 5.715
N 0.640 -8.157 6.354
C 0.413 -7.117 7.412
C 0.033 -5.804 6.699
C -1.096 -1.888 -1.273
O -1.062 -2.384 -2.382
O -1.238 -0.607 -1.072
H -0.710 -1.811 3.832
H -1.066 -4.494 -1.314
H -0.253 -7.010 0.311
H -3.153 -6.614 1.355
H -2.328 -8.223 1.103
H -2.865 -6.061 -1.061
H -2.020 -7.647 -1.345
H -0.762 -6.646 2.827
H -2.024 -7.326 4.546
H -2.165 -7.069 6.278
H -0.439 -9.071 4.792
H -1.195 -9.212 6.389
H 1.216 -7.726 5.630
H 1.126 -8.973 6.721
H 1.314 -7.001 8.006
H -0.383 -7.480 8.056
H 0.911 -5.176 6.574
H -0.681 -5.262 7.322
Cl 0.795 5.680 -1.433
C 0.479 4.043 -1.863
C 0.689 3.590 -3.154
C 0.394 2.269 -3.444
C -0.078 1.442 -2.441
N -0.259 1.896 -1.200
C 0.012 3.169 -0.904
H 1.074 4.262 -3.910
H 0.532 1.872 -4.439
H -0.346 0.414 -2.626
H -0.148 3.503 0.112
F 3.919 -0.264 3.005
C 3.399 0.902 2.628
F 4.248 1.520 1.821
F 3.191 1.636 3.706
S 1.829 0.554 1.682
O 1.695 1.627 0.712
O 2.042 -0.772 1.168
N 0.635 0.529 2.745
S 0.215 1.868 3.584
O 0.152 1.536 4.971
O 0.868 3.060 3.135
C -1.562 2.163 3.161
F -2.070 2.973 4.072
F -1.650 2.756 1.964
F -2.264 1.032 3.126
*
```


Computed, not measured: a molecular structure, C24H22F11N3SSbV in a non-equilibrium geometry, with the ωB97M-V functional and the def2-TZVPD basis.

Computed properties:
M (u): 766.2
Calculated total energy (Ha): -3773.17812
HOMO level (eV): -0.7
ΔE to the lowest compared entry with this formula, charge and spin (kcal per mole): 19.4
Lowest unoccupied orbital energy (eV): 2.963

Structure (ORCA input):
```
! RIJCOSX wB97M-V def2-TZVPD def2/J DEFGRID3
* xyz -2 1
V 0.009 -1.178 0.829
N -2.162 -1.892 4.399
C -2.744 -0.677 4.043
C -3.790 0.056 4.590
C -4.096 1.246 3.949
C -3.397 1.688 2.814
C -2.363 0.949 2.283
C -2.040 -0.247 2.917
N -1.048 -1.204 2.609
C -1.188 -2.150 3.499
C -0.374 -3.357 3.451
C -0.347 -4.449 4.249
S 0.782 -5.570 3.626
C 1.138 -4.491 2.334
N 0.470 -3.391 2.374
H -2.454 -2.507 5.135
H -4.335 -0.289 5.462
H -4.902 1.857 4.340
H -3.644 2.615 2.310
H -1.842 1.300 1.404
H -0.908 -4.661 5.144
H 1.856 -4.734 1.561
F -1.377 -0.889 -0.232
Sb -1.964 3.154 -0.673
F -1.736 3.916 1.430
F -3.755 2.381 -0.055
F -3.025 4.720 -0.950
F -2.528 2.400 -2.468
F -0.624 4.244 -1.804
F 1.401 -2.162 0.186
C 0.459 -2.356 -2.594
F -0.432 -3.002 -1.788
C 1.608 -3.281 -2.905
F 2.812 -2.752 -2.663
F 1.528 -4.417 -2.198
F 1.610 -3.658 -4.213
C 0.776 0.314 1.000
C 1.642 1.479 0.854
C 2.943 1.277 0.375
C 3.785 2.355 0.155
C 3.340 3.648 0.421
C 2.055 3.850 0.906
C 1.202 2.777 1.126
H 3.262 0.262 0.164
H 4.784 2.192 -0.236
H 3.990 4.495 0.233
H 1.688 4.853 1.081
H 0.184 2.958 1.468
C 2.156 -0.594 -4.568
C 0.892 -0.111 -3.867
C 1.222 1.113 -2.998
C -0.156 0.304 -4.912
C 0.205 -1.116 -2.968
H 2.520 0.211 -5.211
H 1.975 -1.474 -5.192
H 2.944 -0.827 -3.853
H 1.721 1.880 -3.599
H 1.880 0.841 -2.169
H 0.319 1.565 -2.591
H 0.284 1.031 -5.600
H -1.009 0.781 -4.422
H -0.507 -0.558 -5.490
H -0.695 -0.716 -2.503
*
```